A single C10H12N4 molecule at a distorted geometry. Source: OMol25; level of theory: wB97M-V/def2-TZVPD.

## Properties
Charge ... 0
Energy above the lowest of the compared OMol25 structures with the same formula, charge and spin ... 529.3 kJ/mol
Orbital gap (alpha / beta) ... 6.256 / 6.182 eV
Highest occupied orbital energy (alpha / beta) ... -0.29386 / -0.28382 Eh
Energy ... -16518.1645 eV
Structure (SMILES) ... C#C/N=C1/C(C(C)C)=NC=N/C1=N\C
LUMO (alpha / beta) ... -0.064 / -0.057 Ha

```
26
Properties=species:S:1:pos:R:3:nbo_charge:R:1
N -1.059 -1.972 0.075 -0.512
N -0.560 1.317 0.805 -0.398
H -3.506 2.511 -0.357 0.229
H -4.379 -1.028 -1.057 0.208
H 4.162 0.222 0.079 0.203
C -0.239 0.186 0.193 0.071
C 3.425 -0.062 0.723 -0.615
C 0.191 -2.333 0.209 0.300
C 2.247 1.211 -1.177 -0.598
H 1.315 0.934 -1.700 0.204
H 3.538 0.328 1.795 0.210
H -4.459 -0.348 0.606 0.203
H 2.228 2.245 -0.969 0.221
H 3.194 -1.157 0.720 0.255
C -1.385 -0.655 -0.075 0.354
C 2.142 0.657 0.248 -0.276
C 1.040 -0.309 0.182 0.326
H 3.046 0.891 -1.822 0.219
H 0.348 -3.441 0.193 0.180
C -3.784 -0.918 -0.148 -0.439
H -3.679 -1.969 0.176 0.212
N -2.575 -0.165 -0.195 -0.393
H 1.664 1.429 0.889 0.239
N 1.260 -1.583 0.190 -0.510
C -1.601 1.966 0.580 0.178
C -2.576 2.044 -0.162 -0.070
```


A molecular structure, C11H29CrI2OP2Si at a distorted geometry. Source: OMol25; level of theory: wB97M-V/def2-TZVPD.

## Properties
Charge ... +2
Expectation value of S² ... 3.8511
Energy above the lowest of the compared OMol25 structures with the same formula, charge and spin ... 0.0 kJ/mol
Orbital gap (alpha / beta) ... 6.186 / 6.081 eV
Highest occupied orbital energy (alpha / beta) ... -0.53066 / -0.53144 Eh
Energy ... -84987.5320 eV
Multiplicity ... 4
LUMO (alpha / beta) ... -0.303 / -0.308 Ha

```
47
Properties=species:S:1:pos:R:3:lowdin_spin:R:1
H -1.081 -3.120 -3.682 0.002
H -2.147 3.833 2.739 0.000
H -1.697 -4.099 -2.324 0.001
H 2.463 0.541 1.714 0.000
C 1.031 2.686 2.751 0.002
O -0.534 -2.369 1.949 0.091
H 2.655 -1.237 1.697 0.001
C -2.575 -0.551 -3.045 -0.010
H -1.638 0.996 0.150 0.003
H -3.991 -2.393 -1.143 0.000
Cr 0.257 -0.980 -0.642 2.830
H -2.920 0.355 -2.547 0.000
C -1.874 -3.205 -2.929 -0.001
H 0.124 1.485 0.714 0.002
H -2.780 2.919 1.360 0.000
H 1.519 3.286 1.966 0.000
H -1.573 1.346 4.358 0.000
H -2.843 -3.272 -3.438 -0.001
H 3.621 -1.369 -2.434 0.001
C 2.960 -0.303 1.213 0.015
Si -0.626 2.025 2.209 0.000
P 2.539 -0.319 -0.538 -0.017
H 1.731 1.914 3.101 0.000
I 0.017 1.336 -2.139 0.028
H -1.468 4.105 1.119 0.000
H -2.755 -2.722 0.126 0.000
C 3.150 1.309 -1.128 -0.007
H 2.725 2.163 -0.586 0.000
H 2.930 1.421 -2.202 0.000
C -1.869 3.346 1.796 -0.001
C -1.267 0.797 3.453 -0.001
H -3.424 -1.087 -3.485 -0.002
I 1.141 -3.041 -1.980 0.066
P -1.811 -1.703 -1.854 -0.047
H -0.491 0.072 3.738 0.000
H -1.848 -0.291 -3.820 0.000
C -3.106 -2.000 -0.624 0.003
H -2.142 0.245 3.078 0.000
H 4.802 -0.783 -1.231 -0.001
C 3.845 -1.303 -1.365 0.000
H 3.893 -2.315 -0.954 0.001
C -0.161 -1.875 0.947 0.072
C -0.540 0.766 0.131 -0.030
H -3.363 -1.055 -0.126 0.000
H 0.827 3.343 3.608 0.000
H 4.246 1.304 -0.997 -0.002
H 4.047 -0.202 1.292 0.002
```


15 unconnected molecules or ions with the total composition C29H95O36P7 at a distorted geometry. Source: OMol25; level of theory: wB97M-V/def2-TZVPD.

## Properties
Charge ... 0
Energy above the lowest of the compared OMol25 structures with the same formula, charge and spin ... 0.0 kJ/mol
Orbital gap ... 9.585 eV
Highest occupied orbital energy ... -0.34097 Eh
Energy ... -170355.5406 eV
LUMO ... 0.011 Ha

```
167
Properties=species:S:1:pos:R:3:lowdin_charge:R:1
H -6.279 1.382 -1.547 0.068
O 0.742 -5.428 2.946 -0.136
H -7.572 -5.894 -2.953 0.090
H 1.325 3.803 -6.997 0.081
H -6.573 -0.763 -3.179 0.085
H -1.153 -1.968 -5.535 0.071
H 0.545 -7.152 1.867 0.068
O -5.025 -2.257 -3.400 -0.203
H -1.442 0.498 6.170 0.085
H 7.315 2.180 0.150 0.071
C -1.679 0.998 -4.291 -0.115
C 7.353 -1.636 4.819 -0.083
H 1.938 2.039 8.273 0.097
H -0.952 -5.321 5.512 0.099
H 1.151 2.072 -1.238 0.078
H -2.719 -2.652 -4.968 0.068
H -0.581 4.464 -0.884 0.054
C 0.224 -2.385 1.202 -0.085
O -4.930 0.030 -0.870 -0.159
C 7.236 3.496 -5.788 -0.133
C -3.264 -1.431 2.563 -0.188
H 4.160 6.318 -6.818 0.086
H -1.721 -6.838 0.502 0.078
C -1.671 -2.860 -5.182 -0.203
H 0.408 -2.204 2.261 0.087
H 3.410 0.223 3.756 0.077
H 2.663 5.350 -6.632 0.059
C -5.758 -1.089 -3.825 -0.083
H -6.205 1.292 0.211 0.078
O -0.897 0.423 -0.275 -0.223
H 6.336 3.323 1.011 0.074
O 5.412 1.974 -0.277 -0.157
C 4.200 3.887 -2.681 -0.100
H -2.582 -2.279 2.503 0.049
H 8.020 -1.152 5.532 0.088
O -0.889 2.401 5.558 -0.248
O -4.492 -5.096 2.780 -0.220
H 7.279 -2.440 0.014 0.093
H -2.643 -3.752 -1.796 0.082
C 0.965 1.848 7.820 -0.099
H -1.143 -2.742 -3.341 0.005
C -2.533 -7.513 0.775 -0.137
O 0.804 -1.418 0.309 -0.227
H 2.824 1.433 -1.190 0.081
O 1.142 1.170 6.579 -0.254
C 3.263 -0.857 3.726 -0.134
C 1.250 -6.330 1.993 -0.154
H 6.519 -2.165 5.282 0.089
O 6.835 -0.599 3.957 -0.229
H -0.354 2.000 2.743 0.082
C -3.491 -4.250 -1.328 -0.121
O -4.590 -4.400 -2.159 -0.196
O 4.458 -1.486 3.470 -0.204
O 1.586 3.090 4.732 -0.235
H 1.129 4.169 1.360 0.024
H 1.122 4.810 -0.796 0.079
H 7.597 -0.792 0.618 0.082
H 8.215 3.429 -5.314 0.093
H 2.508 2.153 2.352 0.057
H -2.569 1.270 -3.723 0.078
P 5.443 5.122 -4.744 0.504
H -4.704 4.175 2.868 0.082
H 0.730 0.835 2.046 0.062
H 6.510 2.785 -5.393 0.089
H 1.488 -5.852 1.042 0.078
P 5.792 -0.855 2.733 0.532
H -1.499 -0.045 -4.029 0.074
O 0.390 0.710 4.121 -0.247
H -3.177 -0.876 1.629 0.081
C 1.782 1.235 -0.939 -0.080
O 1.254 0.142 -1.698 -0.203
H -4.314 1.419 2.085 0.067
H -3.130 2.745 2.164 0.085
H -3.038 -1.378 4.405 0.090
H 5.359 1.351 0.452 0.002
O -0.171 3.006 -5.874 -0.231
H -2.502 -4.495 5.572 0.085
H -1.180 5.846 -2.885 0.085
C 7.449 -1.833 0.903 -0.075
O -0.596 1.670 -3.689 -0.223
C 6.467 2.855 0.035 -0.163
H -2.454 1.767 6.798 0.092
H 0.216 4.985 -6.173 0.075
C 0.304 4.029 -6.689 -0.118
H -4.926 2.138 -0.713 0.079
O -6.059 -2.560 -1.034 -0.240
O -1.451 4.043 -3.838 -0.222
O 6.456 -2.089 1.925 -0.220
O 6.807 4.773 -5.511 -0.218
O -1.994 -4.681 1.901 -0.285
C -1.882 1.463 5.921 -0.119
H 0.245 1.258 8.388 0.093
H 3.958 4.789 -7.765 0.092
O 1.107 3.702 -3.712 -0.212
H 3.443 4.600 -3.007 0.075
O 0.311 3.929 0.918 -0.145
H -7.221 -5.184 -1.286 0.077
P 0.683 1.952 5.184 0.641
H -1.598 -3.656 -5.923 0.083
C -5.603 1.284 -0.697 -0.131
O 5.557 0.396 1.958 -0.229
H -2.587 1.323 5.101 0.056
H 8.017 -2.321 4.293 0.081
H -1.824 1.102 -5.366 0.095
O 4.361 4.536 -5.811 -0.249
O 2.612 4.119 2.578 -0.138
H -5.074 -5.521 0.785 0.075
H -2.431 0.368 -1.699 0.077
H -1.465 -4.182 4.249 0.065
C -1.979 0.965 -0.907 -0.139
H -6.295 -5.797 2.069 0.096
O 5.213 6.549 -4.342 -0.257
C 3.733 5.316 -6.838 -0.081
H 2.140 -6.758 2.454 0.081
H -4.233 -1.929 2.529 0.083
H -0.341 3.953 -7.564 0.099
C -1.429 5.442 -3.867 -0.123
H 2.563 -0.941 2.895 0.076
H 6.717 3.663 -0.652 0.077
C -4.083 2.380 2.545 -0.176
H 8.411 -2.105 1.338 0.085
P 0.070 -0.716 -0.973 0.559
H -3.310 -7.627 0.019 0.088
H -1.681 1.978 -1.177 0.094
H 7.442 3.359 -6.849 0.090
H -0.658 5.925 -4.467 0.075
H -3.964 2.118 3.596 0.062
O -6.956 -3.944 -2.999 -0.216
H -0.075 -5.032 2.634 0.006
H 0.468 2.783 7.562 0.079
H -5.055 -0.268 -3.687 0.081
H 2.260 3.952 3.456 0.009
H -3.716 -3.825 -0.350 0.077
O -3.005 -0.727 3.700 -0.101
O -1.094 -3.374 -4.062 -0.118
H 4.510 4.088 -1.655 0.075
C -1.794 -4.987 4.905 -0.138
P -2.962 -5.633 2.624 0.621
C 3.231 2.939 2.135 -0.150
O -3.106 -7.157 1.993 -0.216
O -2.420 -6.001 4.164 -0.209
H -3.072 -5.238 -1.139 0.080
P -5.691 -3.215 -2.307 0.451
H 0.633 -3.360 0.937 0.082
C 0.204 4.805 -0.208 -0.136
H 1.752 1.092 0.141 0.063
H -0.857 -2.481 1.098 0.059
H -6.082 -1.193 -4.860 0.096
O 5.364 4.034 -3.477 -0.258
C -7.619 -5.030 -2.289 -0.072
C -0.057 0.953 2.791 -0.087
H 4.227 2.756 2.540 0.077
C -5.457 -5.178 1.746 -0.099
H -0.949 0.352 2.610 0.080
O -5.057 3.370 2.482 -0.106
H 2.708 -1.187 4.603 0.098
O -0.615 -1.704 -1.874 -0.240
H -5.540 -0.703 -0.980 0.009
H -5.845 -4.174 1.574 0.088
H -2.741 1.103 -0.140 0.068
P -0.147 3.160 -4.240 0.507
H -2.105 -8.514 0.830 0.090
H -8.692 -4.857 -2.210 0.086
H -2.383 5.765 -4.284 0.097
H 4.058 2.814 -2.814 0.093
H -0.150 5.732 0.242 0.081
H 3.426 3.009 1.064 0.073
```


A molecular structure, C18H14Br2F3NO at a distorted geometry. Source: OMol25; level of theory: wB97M-V/def2-TZVPD.

## Properties
Charge ... 0
Orbital gap ... 7.489 eV
Highest occupied orbital energy ... -0.31488 Eh
Energy ... -170665.4160 eV
LUMO ... -0.040 Ha

```
39
Properties=species:S:1:pos:R:3:nbo_charge:R:1
C 1.571 2.829 -3.145 -0.225
C -3.127 -4.116 2.168 -0.235
F 2.612 3.606 2.262 -0.322
C 2.527 0.605 -3.136 -0.240
C -1.516 -1.085 0.556 -0.085
H 3.271 -0.093 -3.471 0.230
H 1.580 3.858 -3.513 0.230
C 2.475 1.896 -3.676 -0.078
H 0.052 3.199 -1.663 0.232
C -1.750 -2.432 0.988 -0.112
H -1.144 2.503 2.452 0.195
C -2.901 -2.798 1.747 -0.154
H 0.168 -1.383 -0.732 0.206
C 1.645 0.234 -2.129 -0.194
H 0.042 -3.280 0.067 0.213
F 3.489 1.882 1.246 -0.320
H -2.105 2.842 0.966 0.211
O 1.172 0.878 2.241 -0.511
C -0.464 -0.663 -0.249 -0.247
C -2.227 -5.146 1.813 -0.091
C 0.704 2.462 -2.107 -0.166
N -0.064 2.079 0.682 -0.598
C 2.391 2.700 1.263 0.893
F 2.369 3.402 0.082 -0.331
H -4.003 -4.373 2.748 0.230
C 1.047 1.804 1.433 0.619
H -2.262 -0.317 0.835 0.207
C 0.702 1.141 -1.624 -0.014
Br 3.706 2.387 -5.025 0.077
C -0.299 0.754 -0.593 -0.010
H -1.235 1.319 -0.633 0.230
Br -2.402 -6.919 2.400 0.092
H 1.701 -0.782 -1.708 0.214
C -1.072 -4.800 1.091 -0.232
H -0.757 3.995 1.479 0.211
H -3.641 -2.028 1.958 0.217
C -1.060 2.898 1.407 -0.422
H -0.359 -5.580 0.839 0.229
C -0.834 -3.478 0.677 -0.148
```